(1)
{"formula": "C5H9NO", "method": "ωB97M-V with the def2-TZVPD basis set", "e_tot_ev": -8864.5067, "relative_energy_kj_mol": 454.1, "lumo_ev": 0.817, "homo_ev": -7.26, "total_charge": 0, "homo_lumo_gap_ev": 8.1, "elements": ["C", "N", "C", "C", "C", "O", "C", "H", "H", "H", "H", "H", "H", "H", "H", "H"], "xyz": [[-1.294, -1.364, -0.172], [-0.308, -0.303, 0.043], [-0.770, 1.088, -0.147], [0.190, 0.539, -1.143], [2.574, 1.836, -0.419], [3.142, 2.014, -1.392], [0.681, -0.601, 1.096], [-1.820, -1.605, 0.759], [-0.777, -2.254, -0.545], [-2.012, -1.032, -0.924], [-1.855, 1.157, -0.280], [-0.396, 1.776, 0.615], [-0.357, 0.155, -2.017], [1.647, -0.788, 0.627], [0.777, 0.252, 1.770], [0.359, -1.474, 1.671]], "forces_ev_per_a": [[-0.045, -0.040, -0.101], [-0.043, -0.071, 0.101], [-0.091, 0.068, 0.231], [-0.188, -0.119, -0.227], [0.744, 0.282, -1.123], [-0.660, -0.196, 1.179], [0.055, 0.044, 0.077], [0.088, 0.038, -0.117], [-0.082, 0.093, 0.074], [0.118, -0.035, 0.102], [0.191, -0.020, -0.065], [-0.034, -0.098, -0.117], [0.028, 0.056, 0.148], [-0.126, -0.033, 0.056], [0.018, -0.110, -0.138], [0.026, 0.141, -0.079]]}

=====

(2)
{"formula": "C5H7O3Pd", "method": "ωB97M-V with the def2-TZVPD basis set", "e_tot_ev": -14911.8655, "s_squared": 3.780, "relative_energy_kj_mol": 0.0, "lumo_ev": [0.356, -2.231], "homo_ev": [-6.38, -9.79], "multiplicity": 4, "total_charge": 0, "homo_lumo_gap_ev": [6.7, 7.6], "elements": ["C", "H", "H", "C", "H", "C", "C", "O", "C", "O", "O", "H", "H", "H", "H", "Pd"], "xyz": [[-0.575, -1.675, 0.865], [1.116, -2.397, -0.157], [-1.672, -1.688, 0.896], [0.063, -2.115, -0.375], [-0.460, -2.972, -0.833], [-0.335, -0.011, 2.707], [0.074, -1.125, 1.998], [-0.575, 0.499, -2.495], [0.529, 1.132, -2.449], [0.862, 2.202, -2.907], [1.393, 0.414, -1.612], [0.209, 0.328, 3.590], [-1.184, 0.591, 2.371], [0.944, -1.674, 2.382], [2.220, 0.869, -1.419], [0.052, -0.813, -1.513]], "forces_ev_per_a": [[-1.242, 0.249, 1.571], [0.017, 0.130, -0.378], [0.360, 0.485, -0.309], [-0.414, -7.469, 6.252], [0.146, -0.075, 0.155], [0.136, -0.773, -0.472], [-0.149, 0.477, 0.634], [-2.853, 5.985, -4.218], [0.476, 5.253, -1.514], [-0.071, -1.394, 0.254], [5.014, 4.478, -0.358], [-0.207, -0.174, -0.248], [0.250, -0.251, 0.128], [0.203, 0.451, -0.382], [0.140, 0.312, -0.072], [-1.804, -7.682, -1.043]]}

=====

(3)
{"formula": "C22H65N9O8", "method": "ωB97M-V with the def2-TZVPD basis set", "e_tot_ev": -53654.8764, "s_squared": 0.750, "relative_energy_kj_mol": 0.0, "lumo_ev": [2.095, 2.003], "homo_ev": [0.59, -6.38], "multiplicity": 2, "total_charge": -1, "homo_lumo_gap_ev": [1.5, 8.4], "elements": ["C", "O", "N", "N", "H", "H", "H", "H", "C", "O", "N", "N", "H", "H", "H", "H", "C", "C", "C", "O", "C", "N", "H", "H", "H", "H", "H", "H", "H", "H", "H", "H", "H", "C", "C", "C", "O", "C", "N", "H", "H", "H", "H", "H", "H", "H", "H", "H", "H", "H", "C", "C", "C", "O", "C", "N", "H", "H", "H", "H", "H", "H", "H", "H", "H", "H", "H", "C", "C", "C", "O", "C", "N", "H", "H", "H", "H", "H", "H", "H", "H", "H", "H", "H", "C", "C", "C", "O", "C", "N", "H", "H", "H", "H", "H", "H", "H", "H", "H", "H", "H", "O", "H", "H"], "xyz": [[-2.814, -2.280, -1.751], [-1.807, -1.958, -2.372], [-2.946, -3.532, -1.507], [-3.699, -1.540, -1.130], [-3.838, -3.732, -1.079], [-2.525, -4.165, -2.172], [-4.425, -1.940, -0.553], [-3.543, -0.550, -1.253], [2.192, 2.101, -2.210], [1.016, 1.650, -2.025], [3.163, 1.317, -2.107], [2.491, 3.333, -2.473], [4.093, 1.685, -2.249], [2.988, 0.323, -2.140], [3.453, 3.578, -2.662], [1.755, 4.024, -2.448], [-0.591, 1.247, 2.910], [0.761, 1.853, 3.234], [1.413, 1.345, 4.461], [0.445, 1.630, 5.447], [0.799, 1.330, 6.803], [1.434, 1.653, 2.045], [-1.152, 1.227, 3.845], [-0.667, 0.204, 2.602], [-1.188, 1.868, 2.242], [0.599, 2.908, 3.455], [2.365, 1.844, 4.645], [1.655, 0.284, 4.405], [1.713, 1.862, 7.066], [1.098, 0.301, 7.003], [0.021, 1.559, 7.531], [0.951, 0.855, 1.658], [1.132, 2.409, 1.447], [-3.012, 2.903, -3.351], [-2.511, 3.169, -1.873], [-2.554, 1.892, -1.062], [-3.869, 1.338, -0.952], [-4.786, 2.219, -0.318], [-1.159, 3.573, -1.843], [-2.446, 2.191, -3.952], [-3.085, 3.853, -3.882], [-4.016, 2.516, -3.178], [-3.033, 4.033, -1.462], [-2.040, 1.933, -0.102], [-1.851, 1.186, -1.506], [-4.455, 2.387, 0.707], [-5.776, 1.771, -0.224], [-5.078, 3.126, -0.849], [-0.654, 2.752, -2.146], [-0.823, 3.695, -0.899], [-1.069, -3.436, 6.118], [-0.453, -2.295, 5.218], [-0.417, -2.667, 3.714], [-1.635, -2.964, 3.060], [-1.663, -2.839, 1.661], [-1.332, -1.177, 5.494], [-1.007, -3.246, 7.190], [-0.522, -4.344, 5.861], [-2.103, -3.584, 5.808], [0.595, -2.171, 5.490], [0.262, -3.495, 3.508], [0.091, -1.816, 3.261], [-1.692, -1.839, 1.228], [-2.540, -3.382, 1.308], [-0.830, -3.257, 1.097], [-2.212, -1.461, 5.088], [-0.995, -0.367, 4.992], [-0.020, 1.232, -5.385], [-0.424, -0.257, -5.464], [0.180, -1.071, -6.579], [-0.214, -0.747, -7.876], [-1.539, -1.025, -8.198], [0.042, -0.743, -4.177], [-0.193, 1.714, -6.348], [1.057, 1.395, -5.342], [-0.637, 1.765, -4.662], [-1.505, -0.388, -5.516], [-0.072, -2.131, -6.532], [1.267, -0.994, -6.570], [-2.083, -1.786, -7.639], [-1.549, -1.324, -9.246], [-2.151, -0.144, -8.004], [-0.103, 0.046, -3.564], [-0.540, -1.470, -3.785], [4.352, -1.475, 3.221], [4.801, -0.472, 2.155], [3.991, -0.667, 0.809], [4.256, -1.886, 0.118], [3.546, -2.108, -1.069], [4.726, 0.939, 2.641], [3.262, -1.471, 3.201], [4.650, -1.218, 4.237], [4.693, -2.448, 2.866], [5.830, -0.682, 1.865], [4.303, 0.114, 0.115], [2.921, -0.462, 0.771], [2.489, -2.109, -0.803], [3.760, -3.062, -1.553], [3.820, -1.329, -1.780], [4.788, 0.897, 3.648], [3.761, 1.216, 2.531], [0.353, -0.330, -0.275], [0.714, 0.394, -0.785], [-0.209, -0.801, -0.891]], "forces_ev_per_a": [[2.680, 1.048, -0.486], [0.042, 1.907, -0.646], [-1.680, -5.245, 0.920], [-0.780, 2.441, 0.045], [0.242, -1.121, -0.288], [-0.159, -0.063, 0.363], [0.239, 0.546, -0.200], [-0.818, 0.308, 0.618], [-5.128, 0.201, 0.422], [0.081, 0.682, -0.174], [4.571, -4.108, 0.363], [-0.651, 2.850, -0.504], [0.409, -0.327, -0.031], [0.106, 0.280, 0.061], [0.166, 0.426, -0.064], [0.241, 0.048, -0.093], [-2.223, 0.176, 2.755], [-2.329, 0.318, 0.380], [-0.031, -0.544, 0.740], [-0.201, -0.465, 1.885], [1.030, 0.013, -0.369], [2.527, 0.044, -2.369], [-0.593, 0.214, 0.081], [0.796, 0.008, -0.469], [0.325, -0.002, -0.265], [-0.005, 0.240, -0.188], [0.135, 0.365, 0.076], [-0.157, -0.473, 0.042], [0.030, 0.561, 0.114], [-0.367, -0.540, -0.552], [-0.248, 0.281, -0.582], [0.791, -0.332, -0.861], [0.513, 0.131, -0.621], [-0.441, 0.638, 1.740], [-0.154, -0.162, -0.883], [-0.636, -0.116, 0.118], [-0.281, 0.097, -0.149], [-0.517, -0.627, 0.476], [1.667, 0.359, -0.911], [0.157, -0.001, 0.415], [0.088, -0.046, -0.040], [-0.187, -0.135, -0.546], [-0.814, -0.414, 0.128], [-0.492, 0.788, 0.682], [-0.569, -0.516, -0.803], [0.109, 0.570, 0.011], [0.173, -0.858, -0.065], [0.946, 0.338, -0.188], [1.041, 0.095, -0.304], [-0.062, 0.247, 0.325], [1.046, 0.014, -1.430], [-1.921, -2.085, 0.532], [1.071, 0.120, -0.423], [-0.391, 0.448, 0.833], [-0.031, -0.243, -0.941], [0.784, 0.467, -0.034], [0.037, 0.214, -0.190], [-0.087, -0.322, 0.300], [-0.068, 0.008, 0.152], [-0.038, 0.514, 0.154], [0.252, -0.359, 0.346], [-0.158, 0.361, -0.427], [-0.258, 0.594, 0.665], [-0.095, 0.080, 0.163], [0.515, -0.556, 0.532], [-0.336, 0.342, -0.083], [-0.213, 0.378, -0.036], [-0.542, -0.056, -2.490], [0.342, 0.581, 0.996], [0.630, -0.542, -0.102], [0.103, 0.550, -0.828], [-0.607, 0.557, -0.278], [0.225, -0.474, 0.320], [-0.573, 0.139, -0.282], [0.008, -0.352, 1.023], [0.605, -0.069, 0.208], [-0.441, 0.431, -0.259], [0.024, -0.338, 1.038], [0.059, 0.093, 0.167], [0.654, -0.623, 0.437], [-0.250, 0.233, -0.074], [-0.186, 0.313, -0.462], [0.424, -0.111, 0.602], [-0.031, -0.182, -0.194], [-0.439, 0.111, -1.039], [-0.633, -0.156, -0.592], [0.425, 1.066, -1.202], [1.277, -1.256, 1.455], [-0.476, 0.709, 0.469], [-0.362, -0.907, -0.527], [-0.203, -0.159, 0.163], [0.423, -0.182, -0.095], [-0.040, -0.250, 0.559], [0.160, 0.031, 0.111], [0.570, 0.531, 0.144], [-0.453, -0.384, 1.120], [-0.358, 0.291, -0.548], [0.471, -0.112, 0.503], [-0.310, 0.060, -0.300], [0.459, -0.020, 0.300], [-0.488, 0.470, -0.512], [-0.282, -0.738, 1.145], [0.342, 0.895, -0.844], [-0.213, -0.254, -0.358]]}